# 1
C42H39INO2SiV | ωB97M-V/def2-TZVPD

The molecular weight is 795.71 Da. The largest force on an atom is 4.0 eV Å⁻¹. As for the energy above the lowest of the compared OMol25 structures with the same formula, charge and spin: 2.4 kJ/mol. The gap between HOMO and LUMO is 0.2455 hartree. As for the charge: +2. Its spin multiplicity is 1.

Each line ends with the Löwdin charge.
Positions of all 87 atoms, in Å:
V -0.52749 -0.15428 -0.73643  0.729
I -0.32381 -1.37190 2.33004  1.183
C 1.71979 -1.29779 1.87432  -0.602
C 2.58369 -1.43943 2.92056  -0.128
C 3.97274 -1.43518 2.68439  -0.041
C 4.43329 -1.30356 1.40901  -0.006
C 3.53910 -1.16997 0.32031  -0.147
C 4.04976 -1.07230 -1.00122  0.013
C 3.21842 -1.03074 -2.08037  -0.046
C 1.82580 -1.02960 -1.88770  -0.105
C 1.26192 -1.01928 -0.61305  -0.196
C 2.13099 -1.15437 0.53092  -0.224
H 2.20981 -1.55528 3.92976  0.102
H 4.65709 -1.54421 3.51716  0.123
H 5.49967 -1.30981 1.20342  0.128
H 5.12605 -1.04687 -1.13709  0.131
H 3.61826 -0.99364 -3.08684  0.119
H 1.20899 -1.04269 -2.76845  0.082
C -5.06665 3.66662 -0.21146  -0.061
C -4.40686 3.11463 -1.30462  -0.067
C -3.11320 2.62950 -1.16719  -0.105
C -2.45918 2.68636 0.06723  -0.333
C -3.13041 3.25238 1.15665  -0.106
C -4.42484 3.74172 1.01856  -0.064
Si -0.71430 2.11334 0.37479  0.773
C 0.55932 3.35214 -0.13190  -0.319
C 0.83884 4.33301 0.82603  -0.100
C 1.65254 5.41212 0.51037  -0.060
C 2.21097 5.51057 -0.75722  -0.057
C 1.96303 4.52471 -1.70428  -0.067
C 1.14119 3.45057 -1.39328  -0.101
H -6.07572 4.04742 -0.32159  0.115
H -4.90455 3.06642 -2.26828  0.111
H -2.61672 2.20818 -2.02728  0.068
H -2.64298 3.31155 2.12831  0.104
H -4.92886 4.18297 1.87145  0.115
H -0.55715 1.78835 1.80429  -0.020
H 0.41829 4.26119 1.82729  0.103
H 1.85631 6.16979 1.25744  0.115
H 2.84598 6.35367 -1.00477  0.116
H 2.41692 4.59489 -2.68717  0.109
H 0.96227 2.68648 -2.13011  0.065
C 1.69536 -4.71980 -3.12894  -0.013
O 0.64203 -4.10354 -2.35911  -0.098
C -0.42927 -3.62584 -3.02629  -0.241
C -0.50052 -3.46263 -4.39748  0.010
C -1.66824 -2.97031 -4.96431  -0.040
C -2.75896 -2.63352 -4.17327  -0.053
C -2.69538 -2.80376 -2.80249  0.007
C -1.53387 -3.30215 -2.22758  -0.130
N -1.38504 -3.71271 -0.86304  0.182
C -2.13414 -3.62181 0.17739  0.009
C -3.22854 -2.70639 0.44755  -0.170
C -4.33244 -3.20466 1.14538  0.003
C -5.36390 -2.37278 1.52474  -0.029
C -5.27120 -1.01189 1.25880  -0.007
C -4.16062 -0.48641 0.61769  0.039
C -3.14507 -1.32500 0.20631  -0.266
O -1.98671 -0.79595 -0.35088  -0.309
H 1.29747 -5.52181 -3.74772  0.109
H 2.39713 -5.12020 -2.40970  0.103
H 2.19766 -3.98065 -3.75175  0.096
H 0.33703 -3.73763 -5.02731  0.122
H -1.72904 -2.85981 -6.04169  0.124
H -3.67350 -2.26175 -4.62234  0.121
H -3.56903 -2.59468 -2.20332  0.124
H -0.56295 -4.30244 -0.77034  0.172
H -1.88052 -4.31949 0.96820  0.158
H -4.38028 -4.26761 1.35888  0.135
H -6.22598 -2.77466 2.04257  0.127
H -6.06033 -0.34006 1.57712  0.129
H -4.06998 0.57610 0.43540  0.111
C -0.26552 3.12599 -4.87810  -0.028
C -0.79004 1.68276 -4.93979  -0.598
C 0.10574 0.85161 -5.87872  -0.026
C -2.25017 1.67665 -5.43482  -0.025
C -0.74614 1.08061 -3.60259  -0.030
C -0.71106 0.57124 -2.48584  -0.077
H -0.34007 3.56203 -5.87618  0.102
H 0.78096 3.15362 -4.57036  0.083
H -0.85307 3.73625 -4.19038  0.094
H 0.02176 1.24757 -6.89321  0.100
H -0.19480 -0.19526 -5.88698  0.075
H 1.15255 0.91340 -5.57197  0.092
H -2.28324 2.03750 -6.46538  0.099
H -2.87018 2.33404 -4.82064  0.087
H -2.67277 0.66995 -5.40462  0.083

Atoms 1-3, force components in eV/Å:
3.00 0.35 -0.82
0.12 0.10 -0.08
-0.36 -0.03 0.08

***

# 2
C6H5IN2S | ωB97M-V/def2-TZVPD

The molecular weight is 264.09 Da. The largest force on an atom is 4.0 eV Å⁻¹. As for the energy above the lowest of the compared OMol25 structures with the same formula, charge and spin: 255.0 kJ/mol. The gap between HOMO and LUMO is 0.2294 hartree. As for the charge: 0. Its spin multiplicity is 1.

Each line ends with the Löwdin charge.
Positions of all 15 atoms, in Å:
C 0.73446 1.77134 -0.19799  -0.355
C -0.59471 1.70012 -0.36950  -0.133
C 0.77047 -2.28002 0.21406  -0.207
C 0.45874 -0.92387 0.34207  -0.163
C 1.54078 0.93365 0.61829  -0.581
C -1.45690 0.57957 0.15236  -0.202
N -0.26019 -3.03024 -0.11788  -0.306
N -0.79597 -0.69902 0.09131  -0.323
S -1.61068 -2.20602 -0.29335  1.066
I 3.46727 0.47146 -0.10598  0.669
H 1.24025 2.64827 -0.59183  0.093
H -1.12666 2.48273 -0.88639  0.090
H 1.73278 -2.73238 0.35713  0.106
H -1.71264 0.77606 1.20472  0.134
H -2.38701 0.50837 -0.41704  0.112

Atoms 1-3, force components in eV/Å:
-0.35 0.12 -0.17
-0.35 -0.26 -0.25
-0.62 -0.98 -0.19

***

# 3
C4H5N3O | ωB97M-V/def2-TZVPD

The molecular weight is 111.10 Da. The largest force on an atom is 7.4 eV Å⁻¹. As for the energy above the lowest of the compared OMol25 structures with the same formula, charge and spin: 456.7 kJ/mol. The gap between HOMO and LUMO is 0.3212 hartree. As for the charge: 0. Its spin multiplicity is 1. The structure (SMILES) is [H]/N=C1\NC(=C)NC1=O.

Each line ends with the Löwdin charge.
Positions of all 13 atoms, in Å:
C -1.05575 -0.86150 -1.76210  0.030
C -0.28249 -0.20912 -0.80021  -0.436
C 0.64215 0.01344 1.31973  -0.264
C 1.12931 1.08281 0.28619  -0.437
H -1.97109 -1.57117 -1.34915  0.106
H -1.25734 -0.60323 -2.76698  0.007
H -0.51867 -1.78565 0.29208  0.150
H 0.15613 -0.24361 3.58162  0.193
H 0.13791 1.83343 -1.49542  0.272
N 0.10057 -0.94239 0.27079  0.085
N 0.71804 0.23264 2.57766  0.116
N 0.57866 0.92000 -0.89682  0.134
O 1.62258 2.13435 0.74262  0.044

Atoms 1-3, force components in eV/Å:
-2.17 -0.18 3.10
-0.13 -1.89 -4.20
-0.75 -1.26 -0.06